A structure of composition C39H34Cl5MnN7O5S. Source: the Open Molecules 2025 dataset; level of theory: ωB97M-V with the def2-TZVPD basis set.

Computed properties:
relative energy (zero: lowest compared OMol25 entry of this formula, charge and spin)	78.3	kJ/mol
<S²>	8.753
highest occupied orbital energy (spin up / spin down)	-7.71 / -7.76	eV
E_LUMO (spin up / spin down)	-0.952 / -0.990	eV
HOMO-LUMO gap (spin up / spin down)	6.76 / 6.77	eV
largest force on an atom	0.0275	Eh/bohr

ORCA input file:
```
! wB97M-V def2-TZVPD RIJCOSX def2/J DEFGRID3
* xyz 0 6
Mn -1.73 -2.02 0.76
C -3.59 0.70 -0.78
N -3.64 -0.16 0.40
C -3.66 0.68 1.60
C -4.86 -0.97 0.40
C -4.76 -2.18 -0.54
N -3.76 -3.15 -0.09
C -4.31 -3.94 1.02
C -3.45 -4.07 -1.18
H -4.48 1.34 -0.85
H -3.52 0.10 -1.68
H -2.71 1.34 -0.74
H -4.62 1.21 1.70
H -2.87 1.42 1.54
H -3.49 0.06 2.47
H -5.73 -0.36 0.10
H -5.03 -1.33 1.41
H -4.47 -1.83 -1.53
H -5.76 -2.64 -0.62
H -5.30 -4.35 0.77
H -4.41 -3.33 1.92
H -3.64 -4.77 1.25
H -4.31 -4.72 -1.41
H -2.60 -4.69 -0.92
H -3.20 -3.51 -2.08
Cl -1.37 -4.93 7.84
C -1.69 -4.14 6.34
C -0.76 -4.19 5.31
Cl 0.70 -5.08 5.51
C -1.00 -3.52 4.12
Cl 0.13 -3.54 2.83
C -2.20 -2.78 3.89
O -2.42 -2.15 2.80
C -3.14 -2.81 4.96
Cl -4.63 -2.00 4.70
C -2.88 -3.45 6.16
Cl -4.03 -3.39 7.43
C 6.10 8.96 -3.28
O 5.47 7.97 -4.05
C 4.73 7.02 -3.43
C 4.09 6.10 -4.27
C 3.34 5.08 -3.74
C 3.19 4.95 -2.35
C 3.82 5.88 -1.52
C 4.58 6.90 -2.05
C 2.41 3.84 -1.85
N 1.87 2.92 -2.61
C 1.21 2.08 -1.78
C 1.36 2.51 -0.46
N 2.13 3.63 -0.53
C 0.78 1.83 0.64
C 0.97 2.18 1.98
C 0.36 1.43 2.96
C -0.45 0.36 2.58
N -0.65 0.00 1.32
C -0.03 0.71 0.34
C -0.18 0.25 -1.01
N -0.93 -0.86 -1.22
C -1.00 -1.35 -2.44
C -0.39 -0.77 -3.55
C 0.33 0.39 -3.38
C 0.46 0.91 -2.09
H 6.58 9.63 -3.99
H 6.86 8.53 -2.62
H 5.38 9.53 -2.68
H 4.21 6.21 -5.34
H 2.85 4.36 -4.37
H 3.73 5.81 -0.45
H 5.06 7.60 -1.38
H 2.42 4.20 0.25
H 1.59 3.03 2.24
H 0.49 1.66 4.01
H -0.97 -0.23 3.33
H -1.57 -2.26 -2.55
H -0.50 -1.22 -4.52
H 0.81 0.90 -4.19
O 2.99 -6.05 -1.38
S 2.40 -4.81 -1.81
O 2.51 -4.48 -3.21
N 0.83 -4.69 -1.33
C 0.65 -3.71 -0.50
O -0.46 -3.39 -0.01
C 1.90 -2.93 -0.17
C 2.02 -1.83 0.66
C 3.27 -1.23 0.79
C 4.37 -1.74 0.11
C 4.25 -2.86 -0.70
C 3.00 -3.43 -0.83
H 1.17 -1.46 1.21
H 3.38 -0.37 1.43
H 5.33 -1.25 0.22
H 5.09 -3.28 -1.22
*
```


A structure of composition C29H33AuN4O6PS4. Source: the Open Molecules 2025 dataset; level of theory: ωB97M-V with the def2-TZVPD basis set.

Computed properties:
<S²>	2.023
highest occupied orbital energy (spin up / spin down)	-10.35 / -10.57	eV
E_LUMO (spin up / spin down)	-3.200 / -5.157	eV
HOMO-LUMO gap (spin up / spin down)	7.16 / 5.41	eV
largest force on an atom	0.0492	Eh/bohr

ORCA input file:
```
! wB97M-V def2-TZVPD RIJCOSX def2/J DEFGRID3
* xyz 1 3
Au 1.83 -0.79 0.19
O -0.36 -3.54 -4.32
C -1.67 -3.21 -4.18
C -2.48 -3.11 -5.30
C -3.85 -2.78 -5.12
C -4.42 -2.76 -3.87
C -3.62 -2.89 -2.73
C -2.25 -3.08 -2.88
C -1.42 -3.03 -1.67
O -0.20 -3.33 -1.68
N -2.15 -2.72 -0.55
N -1.42 -2.40 0.49
C -2.17 -2.00 1.54
S -3.86 -1.61 1.33
C -4.23 -1.44 3.14
C -2.97 -0.95 3.83
S -1.52 -1.77 3.16
H 0.10 -3.58 -3.45
H -2.13 -3.25 -6.30
H -4.47 -2.65 -6.00
H -5.51 -2.56 -3.80
H -4.13 -2.77 -1.79
H -4.52 -2.45 3.47
H -5.08 -0.79 3.27
H -2.95 -1.17 4.92
H -2.86 0.12 3.66
O 2.32 5.90 5.13
C 1.29 5.09 5.17
O 0.27 5.44 5.67
C 1.44 3.71 4.50
C 0.33 2.98 4.12
C 0.47 1.79 3.42
C 1.68 1.13 3.36
C 2.81 1.78 3.87
C 2.69 3.09 4.35
N 1.83 -0.18 2.77
C 2.44 -1.09 3.38
C 2.60 -2.42 2.77
C 3.12 -3.48 3.43
C 3.21 -4.73 2.77
C 2.70 -4.86 1.52
C 2.17 -3.71 0.92
N 2.16 -2.51 1.53
H 3.05 5.59 4.58
H -0.64 3.39 4.29
H -0.44 1.31 3.02
H 3.78 1.34 3.75
H 3.59 3.61 4.67
H 2.78 -0.96 4.41
H 3.55 -3.37 4.44
H 3.64 -5.58 3.29
H 2.72 -5.77 0.94
H 1.76 -3.77 -0.09
C 1.21 1.86 -4.95
C 1.88 2.83 -3.97
C 3.37 2.59 -3.65
O 1.02 2.82 -2.68
P 1.21 1.81 -1.44
S 2.82 1.94 -0.24
S 1.50 -0.06 -1.98
O -0.12 2.11 -0.63
C -1.56 2.19 -1.15
C -1.70 3.70 -1.34
C -1.79 1.35 -2.33
H 1.83 1.62 -5.80
H 0.21 2.21 -5.19
H 1.09 0.91 -4.41
H 1.75 3.86 -4.29
H 3.54 1.54 -3.40
H 3.80 3.28 -2.91
H 3.89 2.74 -4.59
H -2.10 1.78 -0.30
H -0.97 4.05 -2.08
H -1.55 4.23 -0.41
H -2.71 3.99 -1.70
H -1.23 1.76 -3.17
H -2.85 1.37 -2.60
H -1.55 0.31 -2.11
*
```


The ion C4H3ClNS with charge -1. Source: the Open Molecules 2025 dataset; level of theory: ωB97M-V with the def2-TZVPD basis set.

Computed properties:
relative energy (zero: lowest compared OMol25 entry of this formula, charge and spin)	142.3	kJ/mol
highest occupied orbital energy	-1.96	eV
E_LUMO	3.710	eV
HOMO-LUMO gap	5.67	eV
largest force on an atom	0.0483	Eh/bohr

ORCA input file:
```
! wB97M-V def2-TZVPD RIJCOSX def2/J DEFGRID3
* xyz -1 1
C 1.26 0.27 -0.15
C -0.08 0.55 0.14
C 1.70 -0.52 -1.19
C -1.21 -1.11 -1.00
N -1.15 -0.23 -0.09
S 0.28 -1.22 -2.15
Cl 3.11 -1.58 -0.97
H 2.01 0.75 0.47
H -0.29 1.37 0.82
H -1.88 -1.95 -1.01
*
```


A structure of composition C9H21Br2N5RuS. Source: the Open Molecules 2025 dataset; level of theory: ωB97M-V with the def2-TZVPD basis set.

Computed properties:
highest occupied orbital energy (spin up / spin down)	-23.51 / -23.51	eV
E_LUMO (spin up / spin down)	-17.796 / -17.797	eV
HOMO-LUMO gap (spin up / spin down)	5.72 / 5.72	eV
largest force on an atom	0.0151	Eh/bohr

ORCA input file:
```
! wB97M-V def2-TZVPD RIJCOSX def2/J DEFGRID3
* xyz 4 1
Ru -0.26 -0.13 0.49
Br -1.23 -2.43 -0.28
C 0.54 -3.23 -0.02
Br 1.56 -1.91 1.01
H 1.02 -3.37 -0.99
H 0.46 -4.15 0.55
N 1.14 1.45 0.66
C 0.76 2.91 0.74
C 0.75 3.58 -0.62
C -0.04 2.84 -1.69
C -1.43 2.36 -1.25
N -1.43 0.88 -0.98
H 1.69 1.24 1.50
H 1.80 1.35 -0.12
H 1.49 3.40 1.39
H -0.20 2.98 1.23
H 1.77 3.75 -0.98
H 0.34 4.58 -0.47
H 0.52 1.99 -2.09
H -0.16 3.51 -2.55
H -2.16 2.52 -2.04
H -1.80 2.88 -0.36
H -1.15 0.43 -1.85
H -2.40 0.59 -0.84
C -1.95 3.93 4.12
C -3.02 2.85 3.76
C -2.45 1.59 3.34
N -1.64 1.47 2.27
N -1.21 0.25 2.04
C -1.71 -0.69 3.09
N -1.31 -1.90 3.18
S -2.79 0.10 4.18
H -2.46 4.89 4.15
H -1.13 3.96 3.40
H -1.55 3.72 5.11
H -3.61 3.23 2.90
H -3.73 2.70 4.57
H -0.59 -2.28 2.57
H -1.65 -2.54 3.91
*
```


A cluster of 2 separate species, C4H10N2O2 in total. Source: the Open Molecules 2025 dataset; level of theory: ωB97M-V with the def2-TZVPD basis set.

Computed properties:
relative energy (zero: lowest compared OMol25 entry of this formula, charge and spin)	81.8	kJ/mol
highest occupied orbital energy	-9.45	eV
E_LUMO	0.592	eV
HOMO-LUMO gap	10.05	eV
SMILES string	CC(N)=O.CC(N)=O
largest force on an atom	0.0649	Eh/bohr

ORCA input file:
```
! wB97M-V def2-TZVPD RIJCOSX def2/J DEFGRID3
* xyz 0 1
C 0.74 2.07 1.01
C 1.09 1.72 2.42
N 0.47 0.55 2.88
O 1.54 2.47 3.26
H 1.35 1.51 0.30
H 0.90 3.13 0.82
H -0.32 1.88 0.90
H 0.69 0.17 3.79
H -0.04 -0.02 2.23
C -0.91 -2.30 -1.18
C -0.79 -0.95 -1.85
N -0.32 -0.89 -3.12
O -0.82 0.04 -1.14
H -0.16 -2.41 -0.40
H -0.91 -3.06 -1.96
H -1.89 -2.31 -0.71
H -0.30 0.05 -3.47
H -0.30 -1.63 -3.79
*
```


The molecule C20H26N4O5S. Source: the Open Molecules 2025 dataset; level of theory: ωB97M-V with the def2-TZVPD basis set.

Computed properties:
relative energy (zero: lowest compared OMol25 entry of this formula, charge and spin)	330.4	kJ/mol
highest occupied orbital energy	-8.43	eV
E_LUMO	0.596	eV
HOMO-LUMO gap	9.03	eV
SMILES string	COc1cc(C(=O)N[C@H](C(=O)Nc2nnc(C3CC3)s2)C(C)C)cc(OC)c1OC
largest force on an atom	0.0318	Eh/bohr

ORCA input file:
```
! wB97M-V def2-TZVPD RIJCOSX def2/J DEFGRID3
* xyz 0 1
C -1.33 -2.94 -3.61
O -2.17 -2.94 -2.48
C -1.74 -2.31 -1.34
C -0.50 -1.70 -1.23
C -0.11 -1.14 -0.02
C 1.19 -0.44 0.17
O 1.73 -0.32 1.26
N 1.70 0.14 -0.95
C 2.94 0.87 -0.97
C 2.74 2.23 -1.63
O 3.48 2.69 -2.47
N 1.62 2.91 -1.25
C 0.74 2.59 -0.23
N -0.52 2.39 -0.41
N -1.18 2.13 0.71
C -0.45 2.15 1.78
C -0.93 1.83 3.11
C -0.24 2.40 4.32
C -0.09 0.95 4.00
S 1.24 2.52 1.45
C 4.08 0.08 -1.66
C 4.51 -1.09 -0.78
C 3.66 -0.41 -3.04
C -0.95 -1.23 1.07
C -2.22 -1.79 0.98
O -2.92 -1.77 2.14
C -4.29 -2.07 2.19
C -2.63 -2.34 -0.25
O -3.87 -2.94 -0.33
C -4.67 -2.67 -1.46
H -1.12 -1.93 -3.97
H -0.38 -3.46 -3.41
H -1.87 -3.49 -4.37
H 0.17 -1.71 -2.07
H 1.19 0.07 -1.81
H 3.22 1.03 0.09
H 1.40 3.73 -1.80
H -2.01 1.71 3.14
H 0.61 3.05 4.15
H -0.85 2.68 5.16
H 0.85 0.60 3.59
H -0.61 0.22 4.61
H 4.91 0.78 -1.77
H 5.31 -1.65 -1.26
H 4.87 -0.74 0.19
H 3.68 -1.77 -0.61
H 4.51 -0.86 -3.54
H 2.88 -1.16 -2.97
H 3.31 0.42 -3.65
H -0.64 -0.82 2.02
H -4.49 -3.11 1.92
H -4.58 -1.89 3.22
H -4.87 -1.42 1.53
H -4.57 -1.64 -1.80
H -4.44 -3.34 -2.29
H -5.70 -2.85 -1.14
*
```


A structure of composition C24H23F6N8O9RuS5. Source: the Open Molecules 2025 dataset; level of theory: ωB97M-V with the def2-TZVPD basis set.

Computed properties:
relative energy (zero: lowest compared OMol25 entry of this formula, charge and spin)	183.8	kJ/mol
<S²>	8.762
highest occupied orbital energy (spin up / spin down)	-8.29 / -8.29	eV
E_LUMO (spin up / spin down)	-0.005 / -2.260	eV
HOMO-LUMO gap (spin up / spin down)	8.29 / 6.03	eV
largest force on an atom	0.0419	Eh/bohr

ORCA input file:
```
! wB97M-V def2-TZVPD RIJCOSX def2/J DEFGRID3
* xyz 0 6
Ru -0.23 0.29 0.11
N 2.83 2.45 0.00
C 1.69 3.09 -0.24
N 0.49 2.61 -0.10
C -0.48 3.57 -0.24
C -0.02 4.82 -0.54
S 1.70 4.82 -0.63
C -1.85 3.15 -0.04
C -2.97 3.91 0.15
S -4.35 2.88 0.37
C -3.31 1.48 0.17
N -2.07 1.80 -0.01
N -3.76 0.23 0.16
H 2.77 1.45 0.16
H 3.70 2.82 -0.34
H -0.58 5.72 -0.71
H -3.08 4.97 0.17
H -4.73 0.02 0.36
H -3.06 -0.51 0.08
C -3.43 5.47 3.52
C -2.51 4.30 3.54
C -2.94 3.08 4.07
C -2.14 1.96 4.02
C -0.88 2.06 3.45
C -0.41 3.26 2.96
C -1.23 4.38 3.01
S -0.02 0.53 3.07
O 0.28 -0.21 4.26
O 1.09 0.88 2.20
N -1.22 -0.11 2.19
C -1.84 -1.27 2.57
C -1.56 -2.42 1.30
O -1.44 -3.53 1.74
O -1.64 -1.87 0.22
H -3.93 5.59 4.49
H -4.21 5.31 2.77
H -2.90 6.39 3.28
H -3.93 3.02 4.51
H -2.47 1.01 4.40
H 0.58 3.30 2.55
H -0.87 5.32 2.62
H -2.93 -1.23 2.52
H -1.47 -1.69 3.52
O 1.09 -1.66 1.24
H 1.79 -1.20 1.72
H 1.40 -2.58 1.12
F 3.22 -0.71 -3.63
C 3.92 -0.61 -2.49
F 4.98 -1.39 -2.59
F 4.36 0.66 -2.40
S 2.77 -1.00 -1.03
O 1.82 0.08 -1.22
O 3.59 -0.95 0.13
N 2.16 -2.37 -1.44
S 2.79 -3.69 -0.80
O 2.36 -3.93 0.55
O 4.16 -3.88 -1.13
C 1.79 -4.86 -1.88
F 0.49 -4.76 -1.58
F 2.13 -6.14 -1.78
F 1.92 -4.49 -3.16
N 0.02 -1.14 -3.71
C -0.32 -1.18 -2.41
N -1.05 -0.15 -2.04
C -1.21 0.62 -3.17
C -1.95 1.78 -3.40
C -1.97 2.29 -4.68
C -1.27 1.68 -5.72
C -0.53 0.53 -5.52
C -0.52 0.01 -4.24
H 0.62 -1.79 -4.19
H -0.05 -2.00 -1.76
H -2.51 2.24 -2.60
H -2.55 3.17 -4.90
H -1.30 2.12 -6.71
H 0.01 0.06 -6.33
*
```


A structure of composition C40H49BN9NbO5S. Source: the Open Molecules 2025 dataset; level of theory: ωB97M-V with the def2-TZVPD basis set.

Computed properties:
highest occupied orbital energy	-11.69	eV
E_LUMO	-8.663	eV
HOMO-LUMO gap	3.02	eV
largest force on an atom	0.0815	Eh/bohr

ORCA input file:
```
! wB97M-V def2-TZVPD RIJCOSX def2/J DEFGRID3
* xyz 2 1
Nb 1.39 0.92 -0.93
C 3.41 -0.33 -3.95
C 4.54 0.52 -3.48
C 5.17 1.30 -4.69
C 4.18 1.43 -2.36
C 4.81 2.68 -2.14
C 4.30 3.10 -0.91
N 3.40 2.20 -0.42
N 3.37 1.09 -1.30
B 3.07 2.36 1.11
N 3.11 0.96 1.68
C 3.17 0.70 3.01
C 2.53 -0.47 3.33
C 2.01 -0.96 2.10
N 2.37 -0.09 1.05
C 1.47 -2.38 1.78
C 0.96 -3.00 3.07
C 2.46 -3.27 1.01
N 1.53 2.87 1.12
C 0.87 3.62 2.04
C -0.52 3.50 1.87
C -0.73 2.40 1.05
N 0.55 2.00 0.54
C -1.95 1.56 0.76
C -3.04 1.53 1.87
C -2.72 1.96 -0.50
H 3.77 -1.20 -4.55
H 2.71 0.23 -4.56
H 2.79 -0.75 -3.15
H 5.35 -0.22 -3.16
H 4.43 1.80 -5.35
H 5.69 0.60 -5.31
H 5.73 2.11 -4.29
H 5.57 3.16 -2.72
H 4.59 3.95 -0.25
H 3.85 3.07 1.62
H 3.71 1.36 3.66
H 2.51 -1.07 4.27
H 0.60 -2.16 1.14
H 1.82 -3.21 3.72
H 0.53 -3.99 2.87
H 0.24 -2.30 3.50
H 3.46 -3.16 1.46
H 2.59 -2.82 0.01
H 2.16 -4.29 0.84
H 1.44 4.24 2.69
H -1.31 4.04 2.35
H -1.57 0.53 0.64
H -3.61 2.54 1.87
H -2.79 1.33 2.88
H -3.77 0.80 1.51
H -3.26 2.94 -0.36
H -3.58 1.25 -0.64
H -2.20 1.94 -1.47
S -4.17 -3.19 7.63
C -3.00 -4.05 6.73
N -1.78 -3.59 6.75
C -1.70 -2.46 7.49
C -0.55 -1.69 7.66
C -0.63 -0.43 8.26
C -1.87 -0.07 8.88
C -3.02 -0.76 8.65
C -2.96 -1.98 7.99
H -3.28 -4.95 6.20
H 0.34 -2.03 7.14
H 0.30 0.14 8.33
H -1.87 0.78 9.59
H -4.01 -0.34 8.80
O 1.47 2.91 -2.03
C 0.67 2.53 -2.95
O 0.26 1.29 -2.78
C 0.19 3.42 -3.99
C 0.74 4.73 -4.18
C 0.18 5.54 -5.11
C -1.02 5.25 -5.74
C -1.61 4.05 -5.43
C -1.09 3.12 -4.57
H 1.59 5.01 -3.56
H 0.74 6.48 -5.37
H -1.53 6.03 -6.34
H -2.58 3.85 -5.91
H -1.67 2.27 -4.28
C -3.34 -3.98 0.07
C -3.65 -4.01 -1.40
C -2.81 -3.02 -2.26
C -3.48 -2.74 -3.71
C -2.61 -1.92 -4.67
C -1.47 -3.63 -2.64
O -1.36 -4.57 -3.45
N -0.35 -2.94 -2.10
C -0.39 -1.57 -1.75
O 0.81 -1.16 -1.40
N -1.52 -0.98 -1.53
C -2.72 -1.64 -1.51
O -3.67 -1.19 -0.85
H -3.82 -4.84 0.58
H -3.77 -3.14 0.58
H -2.27 -3.94 0.25
H -4.69 -3.80 -1.61
H -3.59 -5.03 -1.78
H -4.46 -2.34 -3.51
H -3.61 -3.75 -4.13
H -2.19 -1.11 -4.06
H -3.16 -1.57 -5.54
H -1.76 -2.57 -5.02
H 0.55 -3.31 -2.35
*
```